133
Properties=species:S:1:pos:R:3:forces:R:3 method="wB97M-V/def2-TZVPD" fmax_ha_per_bohr=0.0571 homo_ev=-3.8 orbital_gap_ha=0.207 total_energy_ha=-5412.29590 charge=-1
O 4.641 -8.500 -6.404 0.472 -0.009 0.268
C -1.564 -4.119 -0.465 0.816 -0.579 0.177
H 2.446 -3.710 -0.921 0.067 -0.685 0.445
H 3.021 2.780 6.506 -0.027 -0.148 -0.044
C 2.749 -1.804 2.205 -0.306 0.399 0.467
C -2.003 0.426 -1.355 -0.938 -0.046 0.166
H 3.790 -2.047 4.025 0.884 -0.215 0.348
H 5.046 5.158 -1.141 0.117 0.037 0.054
C 3.448 -7.953 -5.874 0.410 -0.344 -0.515
H -1.038 -1.125 2.993 -0.340 -0.912 -0.101
H 0.171 6.134 4.569 -0.211 -0.029 0.073
H 1.280 0.616 3.147 0.723 0.425 0.287
C 1.062 5.524 4.571 0.185 -0.157 -0.054
H 3.322 2.906 4.767 0.003 0.005 -0.047
H -5.808 -2.017 -0.806 0.668 0.507 -0.124
H 4.565 -6.929 -4.491 0.540 0.059 0.761
C -0.198 8.694 5.984 -0.045 -0.172 0.108
H -4.165 -4.532 -0.713 -0.032 -0.214 0.069
H 3.931 3.623 -0.713 -0.042 -0.010 0.033
H -1.668 9.190 7.547 0.058 -0.076 0.054
H 3.755 -5.775 -7.079 -0.557 -0.177 -0.684
C -3.481 0.583 -1.662 -0.030 0.126 -0.046
H 5.764 1.925 -0.872 -0.047 -0.081 -0.031
H -6.862 -5.668 0.383 0.300 0.160 -0.318
H -1.819 -0.413 0.529 -0.029 0.023 0.789
C -6.545 -2.787 -0.817 -0.503 0.383 0.071
H 1.850 -4.843 -5.144 -0.560 -0.391 -0.508
H 5.332 -9.819 -7.739 0.683 -0.367 -0.229
N -3.956 -3.805 -0.044 0.449 0.662 -0.701
O -6.486 -5.091 -0.299 -0.446 -0.484 0.244
H 3.624 -1.340 1.820 0.785 0.679 -0.653
C 3.800 -4.172 -5.664 -0.319 -0.207 -0.223
C 2.778 3.338 5.607 -0.264 0.135 0.080
H -0.085 10.356 8.059 -0.042 -0.022 0.001
O -6.990 -0.242 -5.343 0.076 0.044 -0.075
H -2.423 -3.143 1.173 0.111 0.911 0.487
O 0.878 9.157 6.662 -0.021 0.040 -0.165
H -6.564 -3.284 -1.755 0.276 -0.380 -0.958
Nb 0.325 -1.797 -0.741 0.109 -1.786 2.326
C -7.170 -0.983 -4.132 -0.023 -0.058 0.162
C 4.699 5.457 1.009 0.176 0.077 -0.203
H -7.445 2.408 -3.976 -0.039 -0.009 -0.014
C -6.568 1.043 -5.356 -0.109 0.053 0.090
H -1.898 -3.725 -1.407 -0.045 0.447 -0.561
H 6.464 3.484 -0.429 -0.026 -0.055 -0.034
H 3.751 2.407 0.523 -0.021 -0.013 0.037
H 0.238 1.034 1.869 -0.255 0.579 -0.813
H 2.128 -2.432 4.131 -0.763 -0.371 0.506
C 5.795 2.688 -0.098 0.071 0.077 0.091
H -3.647 0.620 -2.719 -0.170 0.140 -0.833
C 0.789 9.710 7.974 -0.031 0.009 0.198
H 1.105 5.405 2.439 -0.012 0.053 -0.037
C 4.146 -5.587 -6.100 0.272 0.298 0.606
H -2.315 8.725 5.980 -0.007 -0.114 -0.108
H 2.007 -3.119 -5.166 -0.405 0.594 -0.347
H -2.662 -4.850 1.197 0.139 -0.394 0.477
H 1.668 5.849 5.418 0.101 -0.037 0.027
H 2.961 -8.672 -5.235 -0.236 -0.488 0.324
H -0.035 7.973 8.979 -0.052 0.027 0.021
H -9.316 -0.981 -4.217 -0.013 -0.048 -0.007
C 2.690 -4.026 -3.397 0.054 0.162 -0.318
P 1.226 -1.117 1.472 -0.348 -0.279 -0.717
C 4.400 3.209 0.178 0.055 -0.372 -0.135
H 2.065 6.739 3.107 -0.017 0.032 0.052
O -0.358 -3.558 0.004 -0.009 1.756 -1.295
C -1.703 -0.749 -0.489 1.242 0.214 -0.595
H -4.930 -2.727 1.427 0.164 0.717 0.310
H 0.813 9.103 10.040 0.010 0.023 0.010
C -6.527 1.827 -4.059 0.277 -0.213 0.039
H 2.645 -0.758 4.078 -0.212 0.618 0.363
H 3.655 -2.219 -2.903 0.664 0.448 -0.373
H -8.654 0.297 -3.207 0.033 0.011 0.056
H 3.647 -4.444 -3.166 0.740 -0.728 0.270
C 2.819 -1.744 3.702 0.037 -0.075 -0.039
C 1.290 3.177 5.345 -0.267 -0.042 -0.098
H 1.721 8.041 8.952 0.048 0.014 0.017
C 0.820 8.644 9.051 -0.027 -0.090 -0.090
H -0.290 -0.341 4.380 0.129 -0.298 0.797
H -4.046 -0.241 -1.286 -0.453 -0.587 0.365
H -6.406 1.215 -3.170 -0.101 0.001 0.009
H -4.953 -4.453 1.663 0.082 -0.241 0.530
H -7.080 -2.025 -4.434 0.020 -0.019 -0.058
H -6.353 -0.787 -3.438 0.013 0.034 0.022
H 3.107 4.363 5.744 -0.037 0.115 -0.141
O 0.577 4.179 4.794 0.151 0.118 0.004
H 3.729 -3.581 -6.551 0.168 0.551 -0.766
O -0.050 8.363 4.842 -0.031 0.199 0.014
C -8.527 -0.743 -3.504 -0.038 0.110 -0.098
O -6.291 1.542 -6.411 -0.040 0.009 0.020
O 4.399 4.171 1.242 -0.149 0.183 0.155
H -1.506 0.332 -2.292 0.828 0.346 -0.686
H 6.387 5.862 -0.219 0.021 0.008 0.009
Br 1.316 0.436 -1.815 -0.154 -0.097 -0.228
H -7.501 -2.325 -0.705 -0.785 0.400 0.049
H 2.823 -2.825 1.920 -0.115 -0.942 -0.542
H 2.669 5.088 3.168 0.148 -0.026 0.068
C -1.525 8.529 6.697 0.057 0.331 0.004
C 2.682 -2.656 -2.786 0.061 -0.334 0.715
H -8.650 -1.370 -2.622 0.014 -0.024 -0.003
C -2.648 -3.977 0.551 -0.817 -0.382 0.119
C -5.001 -3.664 0.909 0.344 -0.914 0.297
C 2.506 -4.029 -4.906 0.132 -0.242 0.699
H 1.984 -2.044 -3.304 -0.529 0.629 -0.468
H 4.607 -3.762 -5.089 0.493 0.326 0.464
H -1.607 7.495 7.031 0.014 -0.032 -0.003
C 2.356 -2.708 -1.289 -1.022 0.985 -1.033
H -7.077 -3.656 1.030 -0.601 0.104 0.643
H 3.058 -2.061 -0.810 0.578 0.378 0.805
H 4.326 -8.546 -8.421 -0.070 0.412 -0.671
C -0.619 -0.222 3.372 -0.119 0.091 -0.319
H -3.862 1.487 -1.230 -0.227 0.589 0.299
H 5.205 -5.634 -6.207 0.952 -0.058 -0.370
H 1.958 -4.633 -2.903 -0.655 -0.399 0.228
H 1.664 10.351 8.061 0.046 0.011 -0.046
C -6.332 -3.782 0.272 -0.180 -0.485 -0.303
O 0.706 2.149 5.589 0.362 0.169 0.021
H 6.221 2.255 0.807 -0.033 -0.052 -0.005
H 2.797 -7.714 -6.692 -0.741 0.041 -0.624
H -0.246 -2.270 -2.409 0.059 0.007 -0.025
H -2.485 -1.445 -0.693 -0.489 -1.027 0.065
H 3.609 -9.865 -7.531 -0.554 -0.461 -0.008
H -1.410 0.492 3.364 -0.615 0.770 0.138
H 4.950 6.824 -0.589 0.067 0.115 0.094
C 1.776 5.700 3.247 -0.201 -0.390 0.097
H -5.685 2.510 -4.103 -0.013 0.100 -0.115
C 4.465 -9.215 -7.593 -0.208 0.166 0.630
H 2.892 -6.469 -4.573 -0.448 0.343 0.481
F -1.591 1.597 -0.720 0.340 0.438 0.028
O 4.531 6.275 1.873 0.111 -0.063 0.058
H -1.389 -5.175 -0.593 0.152 -0.671 -0.388
C 5.304 5.831 -0.328 -0.295 0.076 -0.173
C 3.762 -6.697 -5.157 -0.144 -0.123 -0.029
C 0.527 0.225 2.496 0.556 -0.359 0.307